# 1
ORCA calculation (the ωB97M-V functional and the def2-TZVPD basis) on a 8-piece molecular cluster, C4H24N2O8 overall at a distorted geometry.

- HOMO energy: -8.87 eV
- Multiplicity: 1

CARTESIAN COORDINATES (ANGSTROEM)
N (-1.22554, -1.36771, -2.88650)
C (-0.05985, -1.64497, -2.07988)
C (-0.04259, -0.91785, -0.70617)
N (-0.18613, -1.91267, 0.34525)
C (-0.59717, -1.34467, 1.62995)
C (-0.44681, -2.47380, 2.61323)
O (-1.07024, -3.50103, 2.46557)
H (-1.89316, -2.13057, -2.83414)
H (-1.74355, -0.52420, -2.62629)
H (0.90670, -1.37944, -2.59746)
H (0.05426, -2.73522, -2.00225)
H (-0.75716, -0.09306, -0.80390)
H (0.92644, -0.43271, -0.65520)
H (-0.85168, -2.64210, 0.10904)
H (0.18158, -0.65075, 1.99809)
H (-1.50545, -0.74330, 1.81492)
H (0.15306, -2.37743, 3.53163)
H (2.23327, 0.23463, 2.27699)
H (2.64952, 1.43729, 3.23523)
O (1.91686, 0.87565, 2.95418)
H (1.11190, 1.91354, 1.72542)
H (-0.16404, 1.95696, 0.80914)
O (0.74714, 2.25021, 0.87914)
H (3.06021, 2.33874, -1.66610)
H (2.45336, 2.05687, -0.12745)
O (2.37289, 2.00909, -1.08911)
H (-2.66568, 0.69491, -0.11747)
H (-3.00611, 2.10826, -0.72514)
O (-2.75114, 1.63315, 0.06035)
H (1.74670, -1.62217, 1.28198)
H (2.42510, -0.64496, 0.33398)
O (2.55831, -1.09895, 1.17391)
H (-0.28822, 3.76168, -1.66261)
H (0.88000, 2.81753, -1.74346)
O (0.08839, 3.09417, -2.25155)
H (-1.11180, 1.79328, -2.31629)
H (-2.36492, 1.91798, -3.08134)
O (-2.00163, 1.35618, -2.38662)

And the natural (NBO) charges, in e, turn out to be: -0.86, -0.22, -0.24, -0.64, -0.35, 0.43, -0.52, 0.35, 0.39, 0.17, 0.19, 0.18, 0.17, 0.39, 0.20, 0.21, 0.13, 0.50, 0.48, -0.99, 0.50, 0.49, -1.01, 0.49, 0.52, -0.99, 0.47, 0.49, -0.97, 0.49, 0.48, -0.95, 0.48, 0.51, -0.98, 0.51, 0.48, -1.00

# 2
ORCA calculation (the ωB97M-V functional and the def2-TZVPD basis) on a 13-piece molecular cluster, C4H31NO15 overall at a distorted geometry.

- HOMO energy: -10.30 eV
- Multiplicity: 1

CARTESIAN COORDINATES (ANGSTROEM)
C (-1.02327, -0.23685, 2.88578)
C (-2.33542, 0.54318, 2.73830)
C (-2.15746, 2.05293, 2.67699)
O (-1.73614, 2.76880, 3.58472)
N (-0.23222, 0.08830, 1.68069)
C (-0.02352, -0.78791, 0.69451)
O (-0.72908, -1.92321, 0.81189)
O (0.71940, -0.53989, -0.24688)
H (-1.00317, -1.30058, 3.12689)
H (-0.47478, 0.17255, 3.74861)
H (-2.84915, 0.20968, 1.83291)
H (-2.97914, 0.28934, 3.59795)
H (-2.63779, 2.48571, 1.76528)
H (0.24189, 0.99099, 1.68644)
H (-0.94414, -2.23982, -0.08771)
H (2.81343, 3.17470, -0.32375)
H (1.39668, 3.55566, -0.75142)
O (2.13293, 2.94578, -0.96712)
H (4.18216, 1.20205, -2.97190)
H (3.07075, 0.24389, -2.82124)
O (3.65272, 0.63964, -3.50225)
H (0.83672, 2.78657, -3.88449)
H (2.06779, 2.91005, -2.88167)
O (1.78725, 2.55555, -3.73783)
H (-0.60666, -1.26896, -4.63362)
H (0.64449, -1.89403, -4.60244)
O (-0.11542, -1.85167, -4.03444)
H (-0.56376, 4.43075, 0.19062)
H (-0.57714, 3.04526, -0.15768)
O (-0.08302, 3.65027, 0.44096)
H (2.24254, -1.11091, 0.43315)
H (3.73822, -1.49843, 0.78787)
O (2.84179, -1.77388, 0.82470)
H (-0.34491, 0.91261, -1.30712)
H (-1.17950, 1.28584, -2.56220)
O (-1.00202, 1.52642, -1.62181)
H (-1.95014, -3.13432, -0.89396)
H (-2.98057, -3.94713, -1.41826)
O (-2.82372, -3.48048, -0.58477)
H (-3.61040, -1.74369, 0.05063)
H (-2.66754, -0.72104, 0.63423)
O (-3.63859, -0.87228, 0.42664)
H (2.34179, 2.35959, 1.91766)
H (3.21660, 1.40414, 1.05786)
O (3.26056, 2.21756, 1.62228)
H (0.37053, -3.10055, -2.36756)
H (-0.01360, -4.04982, -1.28697)
O (-0.23273, -3.24019, -1.65935)
H (-0.78854, -3.39093, 3.51839)
H (0.57460, -2.81185, 3.03988)
O (0.17068, -3.52941, 3.53056)

And the natural (NBO) charges, in e, turn out to be: -0.22, -0.54, 0.44, -0.51, -0.63, 0.89, -0.71, -0.72, 0.23, 0.22, 0.24, 0.25, 0.12, 0.42, 0.52, 0.49, 0.49, -0.99, 0.46, 0.47, -0.92, 0.45, 0.50, -0.97, 0.48, 0.47, -0.94, 0.47, 0.50, -0.96, 0.49, 0.47, -0.98, 0.50, 0.48, -0.98, 0.46, 0.48, -0.95, 0.49, 0.45, -0.95, 0.47, 0.48, -0.94, 0.51, 0.48, -0.96, 0.47, 0.47, -0.93

One value per record, in order, for ΔE to the lowest compared entry with this formula, charge and spin: 62.6 91.5 kcal per mole.
One value per record, in order, for orbital gap: 9.08 10.13 eV.